The following is a DFT calculation (ωB97M-V/def2-TZVPD) of a molecular structure, C34H47AsN3O4S5Sn at a distorted geometry.

Geometry as XYZ:
```
95
Properties=species:S:1:pos:R:3:mulliken_charge:R:1
Sn -1.66271 -0.49835 -1.04452 1.05
C -4.27414 1.22093 2.27090 -0.76
C -4.82518 2.44424 1.55741 -0.85
S -4.70780 2.33864 -0.27039 0.05
C -4.03411 3.98336 -0.67823 -0.86
C -2.65766 4.27662 -0.10876 -0.86
S -1.47293 2.91168 -0.44040 0.13
C -0.71695 2.69967 1.19435 1.27
C -1.63070 2.30726 2.33141 -1.14
S -2.52611 0.75011 1.99984 0.07
H -4.41485 1.32255 3.34791 0.46
H -4.79239 0.33486 1.90820 0.35
H -5.88868 2.51797 1.79908 0.48
H -4.33611 3.36659 1.87122 0.42
H -3.99982 3.97277 -1.76755 0.42
H -4.74456 4.74353 -0.34658 0.39
H -2.26255 5.18900 -0.55963 0.52
H -2.68692 4.41175 0.97021 0.28
H -0.00373 1.89388 1.03079 -2.05
H -0.17221 3.61239 1.44602 0.61
H -1.01194 2.14590 3.21440 0.51
H -2.37490 3.06733 2.55549 0.54
O -2.90761 -3.77205 -2.80975 -0.65
S -1.77659 -2.98941 -2.37351 1.40
O -0.49983 -3.57568 -2.65960 -0.75
O -1.86998 -1.58859 -2.94010 -0.73
O -1.89295 -2.75089 -0.85768 -1.01
C -7.51652 -1.86283 -1.27082 -0.95
N -6.41636 -2.77425 -1.21738 0.11
C -6.59312 -4.21077 -1.22688 -0.67
C -5.15836 -4.70898 -1.00632 -0.51
N -4.50483 -3.55225 -0.41157 0.01
C -5.20716 -2.45259 -0.70123 0.07
S -4.75791 -0.88327 -0.37152 -0.53
H -8.12750 -2.06157 -2.15220 0.29
H -7.10081 -0.85705 -1.32520 0.29
H -8.14001 -1.94109 -0.37149 0.31
H -7.02291 -4.54245 -2.17544 0.39
H -7.26935 -4.51137 -0.41082 0.31
H -4.65928 -4.93628 -1.95174 0.26
H -5.09765 -5.56903 -0.33797 0.35
H -3.48112 -3.46054 -0.49938 0.31
C 5.62389 -4.83973 -0.57437 -1.62
C 4.68081 -3.71957 -0.24754 0.73
C 3.31323 -3.90371 -0.21294 -0.76
C 2.43963 -2.86229 0.07906 0.18
C 0.98548 -3.19300 0.09556 -2.25
C 2.93069 -1.57189 0.34003 0.16
As 1.44164 -0.23569 0.63167 2.06
N 0.73618 0.06900 -1.01475 0.40
C 1.45587 0.25171 -2.16573 0.87
C 0.78113 0.39992 -3.39269 -0.85
C 1.46768 0.66589 -4.55628 -0.78
C 2.85077 0.80375 -4.56000 -0.73
C 3.53313 0.65930 -3.36400 -0.73
C 2.85292 0.38993 -2.19274 -0.25
C 2.42633 1.44857 1.35324 -0.04
C 2.50690 2.72895 0.78277 1.27
C 2.10538 3.01352 -0.63561 -1.26
C 3.01060 3.79522 1.52520 -1.14
C 3.41293 3.65194 2.84021 0.77
C 3.97158 4.80204 3.62960 -1.71
C 3.29326 2.39640 3.41765 -1.16
C 2.80434 1.31488 2.70502 0.76
C 2.71141 -0.01187 3.40335 -1.95
C 4.32248 -1.39316 0.34133 1.66
C 5.03127 -0.10154 0.65776 -2.04
C 5.16701 -2.45746 0.04511 -1.12
H 5.07634 -5.75441 -0.78708 0.36
H 6.30317 -5.02548 0.25847 0.33
H 6.22553 -4.58394 -1.44604 0.33
H 2.89795 -4.87886 -0.42954 0.38
H 0.83510 -4.24228 0.34310 0.51
H 0.54626 -3.04752 -0.89439 0.21
H 0.42632 -2.58605 0.81132 0.42
H -0.30134 0.28346 -3.40208 0.21
H 0.92041 0.76496 -5.48573 0.40
H 3.38002 1.02731 -5.47868 0.36
H 4.61291 0.76375 -3.34402 0.40
H 3.39784 0.29842 -1.26522 0.62
H 1.20101 2.47386 -0.90873 -0.27
H 2.89341 2.69664 -1.31714 0.33
H 1.93650 4.07875 -0.78950 0.46
H 3.07790 4.77039 1.05436 0.30
H 3.82108 5.74012 3.09958 0.38
H 5.04263 4.66655 3.79094 0.30
H 3.48878 4.87051 4.60467 0.37
H 3.59426 2.26318 4.45056 0.36
H 3.11458 0.04892 4.41111 0.46
H 3.26732 -0.77331 2.85719 0.24
H 1.66905 -0.33648 3.45543 0.32
H 4.35507 0.74557 0.67026 0.00
H 5.81625 0.08040 -0.07750 0.49
H 5.50393 -0.16846 1.64073 0.53
H 6.23802 -2.28888 0.03644 0.40
```

Results
HOMO-LUMO gap in eV: 6.59
HOMO in eV: -4.489
Energy above the lowest of the compared OMol25 structures with the same formula, charge and spin in eV: 0.000
E_tot in a.u.: -6230.15886
Total charge: -1